{"formula": "C25H73BN6O8V", "method": "ωB97M-V with the def2-TZVPD basis set", "elements": ["O", "V", "B", "H", "H", "H", "H", "C", "O", "H", "H", "H", "C", "C", "C", "O", "C", "N", "H", "H", "H", "H", "H", "H", "H", "H", "H", "H", "H", "C", "C", "C", "O", "C", "N", "H", "H", "H", "H", "H", "H", "H", "H", "H", "H", "H", "C", "C", "C", "O", "C", "N", "H", "H", "H", "H", "H", "H", "H", "H", "H", "H", "H", "C", "C", "C", "O", "C", "N", "H", "H", "H", "H", "H", "H", "H", "H", "H", "H", "H", "C", "C", "C", "O", "C", "N", "H", "H", "H", "H", "H", "H", "H", "H", "H", "H", "H", "C", "C", "C", "O", "C", "N", "H", "H", "H", "H", "H", "H", "H", "H", "H", "H", "H"], "xyz": [[0.53, -1.72, -4.64], [1.68, -1.15, -3.72], [1.47, 1.00, -4.43], [2.19, 0.83, -3.57], [1.40, 2.10, -4.81], [1.88, 0.32, -5.24], [0.47, 0.68, -4.00], [0.65, -0.88, -0.53], [0.64, -1.15, -1.89], [1.42, -1.39, 0.05], [0.68, 0.20, -0.30], [-0.26, -1.24, -0.03], [2.32, -2.18, 4.39], [1.61, -0.83, 4.45], [2.49, 0.37, 4.14], [3.39, 0.65, 5.20], [2.77, 1.43, 6.20], [0.41, -0.85, 3.58], [2.71, -2.50, 3.42], [1.64, -2.96, 4.74], [3.18, -2.06, 5.06], [1.25, -0.67, 5.47], [1.92, 1.28, 3.89], [3.04, 0.20, 3.21], [3.45, 1.56, 7.04], [1.85, 1.02, 6.61], [2.62, 2.43, 5.77], [0.71, -0.81, 2.62], [-0.09, -1.72, 3.72], [-0.27, -4.66, 0.15], [-0.02, -4.13, 1.55], [-1.33, -4.08, 2.34], [-1.00, -3.45, 3.57], [-2.06, -3.51, 4.51], [0.93, -5.08, 2.17], [-0.94, -5.52, 0.18], [0.64, -4.86, -0.41], [-0.70, -3.85, -0.45], [0.43, -3.14, 1.44], [-1.68, -5.11, 2.49], [-2.17, -3.52, 1.91], [-2.36, -4.50, 4.83], [-2.93, -2.96, 4.14], [-1.71, -2.92, 5.36], [0.42, -5.94, 2.37], [1.06, -4.70, 3.11], [0.34, 5.16, -0.21], [-0.09, 4.45, -1.48], [0.40, 5.29, -2.64], [-0.31, 6.49, -2.75], [0.08, 7.24, -3.89], [0.45, 3.07, -1.48], [-0.29, 4.90, 0.65], [0.19, 6.24, -0.25], [1.37, 4.95, 0.09], [-1.18, 4.38, -1.55], [0.61, 4.73, -3.57], [1.47, 5.54, -2.47], [-0.14, 6.65, -4.79], [1.15, 7.45, -3.76], [-0.42, 8.20, -3.89], [-0.30, 2.56, -1.04], [0.40, 2.69, -2.43], [-3.57, -3.40, -1.16], [-2.89, -3.56, -2.51], [-3.88, -4.03, -3.54], [-4.29, -5.34, -3.18], [-5.02, -5.92, -4.24], [-2.25, -2.29, -2.86], [-2.94, -3.07, -0.32], [-4.02, -4.35, -0.88], [-4.36, -2.65, -1.26], [-2.12, -4.34, -2.40], [-3.41, -4.05, -4.53], [-4.76, -3.37, -3.65], [-5.84, -5.26, -4.57], [-5.46, -6.86, -3.94], [-4.40, -6.10, -5.13], [-1.39, -2.19, -2.33], [-2.06, -2.17, -3.85], [-3.68, 0.20, 0.20], [-2.97, 1.47, -0.27], [-2.06, 2.02, 0.82], [-2.67, 2.20, 2.08], [-3.49, 3.35, 2.08], [-2.19, 1.29, -1.50], [-2.95, -0.53, 0.57], [-4.27, -0.24, -0.60], [-4.43, 0.49, 0.94], [-3.83, 2.13, -0.44], [-1.54, 2.94, 0.52], [-1.22, 1.32, 0.94], [-2.97, 4.23, 1.71], [-3.87, 3.58, 3.07], [-4.42, 3.14, 1.54], [-1.39, 0.67, -1.33], [-2.75, 0.80, -2.18], [3.91, 3.84, -0.33], [4.69, 2.55, -0.47], [3.78, 1.36, -0.78], [4.55, 0.17, -0.90], [4.59, -0.63, 0.26], [5.73, 2.71, -1.48], [3.22, 3.99, -1.16], [4.60, 4.68, -0.30], [3.43, 3.98, 0.65], [5.16, 2.46, 0.51], [3.14, 1.54, -1.65], [3.08, 1.28, 0.07], [5.01, -0.11, 1.13], [5.23, -1.49, 0.06], [3.62, -1.08, 0.47], [6.13, 1.79, -1.64], [5.39, 2.84, -2.43]], "de_lowest_ev": 0.636, "multiplicity": 2, "lumo_ev": [-2.37, -2.15], "homo_lumo_gap_ev": [6.49, 6.70], "e_tot_ev": -78785.8144}